# C6H8O2

The molecule C6H8O2 at a distorted geometry (ωB97M-V/def2-TZVPD, the Open Molecules 2025 dataset).

Geometry as XYZ:
```
16
C6H8O2 ωB97M-V/def2-TZVPD
C -2.657 -0.486 0.134
C -1.207 -0.109 -0.156
C -0.730 1.164 -0.023
O 0.545 1.685 -0.094
C 1.753 0.779 0.073
C 1.174 -0.707 0.605
O 1.218 -1.832 -0.129
C 0.161 -0.703 -0.479
H -2.694 -1.391 0.747
H -2.999 0.538 0.841
H -3.567 -0.462 -0.714
H -1.727 1.881 0.083
H 2.103 0.469 -0.876
H 2.356 1.630 0.679
H 0.824 -0.721 1.601
H 0.625 -0.394 -1.500
```

HOMO level: -0.3116 Ha
M: 112.1 g mol⁻¹
SMILES: CC1=COC[C@@H]2O[C@@H]12
net charge: 0
gap between HOMO and LUMO: 9.37 eV
max |F|: 0.11161 hartree/bohr